# 1
Computed, not measured: a 2-piece molecular cluster, C5H10O2 overall, with ωB97M-V/def2-TZVPD.

```
17
Properties=species:S:1:pos:R:3:lowdin_charge:R:1
C 1.938 1.126 -0.500 -0.0927
O 1.294 0.124 -1.277 -0.1172
C 0.655 -0.853 -0.594 -0.2699
C 0.867 -1.085 0.723 0.0123
O -1.672 -1.773 0.224 -0.0029
C -1.783 -0.669 -0.253 -0.3772
C -1.914 0.604 0.548 -0.0463
H 1.387 1.323 0.431 0.0885
H 2.948 0.800 -0.243 0.0902
H 1.982 2.025 -1.118 0.0901
H 0.092 -1.477 -1.290 0.1217
H 0.142 -1.365 1.485 0.0662
H 1.900 -0.972 1.015 0.0627
H -1.843 -0.520 -1.355 0.1268
H -1.441 1.472 0.072 0.0820
H -2.997 0.771 0.565 0.0845
H -1.553 0.469 1.568 0.0812
```

Computed properties:
ΔE to the lowest compared entry with this formula, charge and spin = 375.49 kJ/mol
SMILES = C=COC.CC=O
gap between HOMO and LUMO = 9.270 eV
E_HOMO = -8.40 eV


# 2
Computed, not measured: one molecule with the formula C12H10F6O4S, with ωB97M-V/def2-TZVPD.

```
33
Properties=species:S:1:pos:R:3:lowdin_charge:R:1
C -2.136 0.837 0.392 -0.0957
C -1.849 -0.574 1.236 -0.1061
C -1.741 -1.899 0.278 -0.3105
F -2.187 -2.992 1.176 -0.0227
O -2.672 -1.956 -0.878 -0.1428
S -1.785 -1.859 -2.348 0.8954
O -2.301 -2.830 -3.456 -0.2919
O -1.623 -0.482 -3.041 -0.3110
O -0.236 -2.305 -1.788 -0.2014
C -0.287 -2.397 -0.293 -0.1128
C 1.086 -2.092 0.549 -0.1946
F 2.229 -2.892 -0.027 -0.0166
F 0.914 -2.630 1.948 -0.0230
C 1.491 -0.482 0.614 -0.0417
C 2.255 0.013 1.990 0.0287
C 2.613 1.630 2.081 -0.0324
C 2.249 2.694 0.875 0.0290
C 1.477 2.102 -0.479 -0.0375
C 1.039 3.116 -1.694 -0.2129
F 2.068 3.318 -2.740 0.0275
F 0.599 4.402 -1.033 -0.0169
F -0.221 2.541 -2.283 -0.0102
C 1.089 0.509 -0.636 0.0808
H -2.286 0.638 -0.762 0.0704
H -3.106 1.399 0.772 0.0911
H -1.242 1.610 0.562 0.0793
H -2.804 -0.712 1.925 0.1350
H -0.937 -0.442 1.988 0.1295
H -0.380 -3.580 -0.168 0.1955
H 2.508 -0.712 2.880 0.1119
H 3.151 1.995 3.054 0.0875
H 2.477 3.849 0.937 0.1093
H 0.548 0.182 -1.629 0.1098
```

Computed properties:
SMILES = CC[C@@]1(F)OS(=O)(=O)O[C@H]1C(F)(F)c1cccc(C(F)(F)F)c1
gap between HOMO and LUMO = 8.579 eV
E_HOMO = -9.92 eV


# 3
Computed, not measured: a 6-piece molecular cluster, C22H43NO6S overall, with ωB97M-V/def2-TZVPD.

```
73
Properties=species:S:1:pos:R:3:lowdin_charge:R:1
O 3.176 -0.274 -5.836 0.1362
C 2.332 -0.101 -5.057 -0.4735
C 2.043 -1.015 -3.802 -0.0424
C 1.363 0.041 -2.919 -0.3225
C 0.812 -0.328 -1.533 -0.1473
C 1.905 -0.056 -0.466 -0.2391
C 2.058 1.440 -0.099 -0.5210
S 3.629 2.214 -0.682 0.6677
C 0.431 0.647 -3.992 -0.1433
N 1.415 1.014 -5.055 0.0424
H 3.035 -1.333 -3.486 0.1214
H 1.352 -1.809 -4.093 0.1218
H 2.139 0.800 -2.738 0.1004
H 0.577 -1.394 -1.442 0.1051
H -0.040 0.315 -1.301 0.0877
H 1.634 -0.598 0.453 0.0835
H 2.874 -0.404 -0.835 0.0937
H 2.108 1.494 0.989 0.0493
H 1.245 2.074 -0.450 0.0350
H 3.975 1.422 -1.720 -0.1676
H -0.030 -0.244 -4.440 0.1161
H -0.281 1.416 -3.711 0.1123
H 1.914 1.805 -4.641 0.1239
C -3.244 2.253 -1.360 -0.0169
C -1.878 2.677 -0.888 -0.4920
O -1.249 2.019 -0.087 0.0513
C -1.323 3.959 -1.458 -0.0097
H -3.519 1.318 -0.873 0.0819
H -3.978 3.017 -1.099 0.0543
H -3.234 2.097 -2.441 0.0854
H -1.980 4.791 -1.203 0.0706
H -1.233 3.877 -2.544 0.0829
H -0.336 4.146 -1.037 0.0810
C 3.328 -1.942 4.078 -0.0316
C 2.582 -0.675 3.757 -0.4780
O 1.921 -0.576 2.744 0.0492
C 2.683 0.464 4.744 -0.0210
H 3.162 -2.663 3.287 0.0681
H 4.398 -1.739 4.153 0.0955
H 2.963 -2.353 5.012 0.0727
H 3.724 0.776 4.845 0.0847
H 2.295 0.151 5.714 0.0841
H 2.096 1.308 4.385 0.0792
C 1.497 -5.592 3.281 -0.0189
C 2.373 -5.502 4.504 -0.4761
O 3.006 -4.493 4.731 0.0355
C 2.427 -6.701 5.419 -0.0218
H 1.562 -4.660 2.724 0.0691
H 1.828 -6.408 2.636 0.0915
H 0.459 -5.752 3.575 0.0891
H 2.804 -7.568 4.876 0.0848
H 1.431 -6.917 5.811 0.0846
H 3.094 -6.490 6.253 0.0799
C -1.600 -2.536 1.048 -0.0107
C -1.238 -3.817 0.337 -0.4992
O -0.417 -4.582 0.793 0.0607
C -1.942 -4.103 -0.967 -0.0225
H -1.022 -2.456 1.966 0.0819
H -1.370 -1.678 0.413 0.0757
H -2.662 -2.535 1.298 0.0858
H -1.726 -3.312 -1.688 0.0785
H -3.019 -4.170 -0.804 0.0843
H -1.588 -5.051 -1.369 0.0808
C -4.773 7.414 -0.981 -0.0192
C -4.899 5.969 -1.393 -0.4920
O -4.557 5.070 -0.657 0.0479
C -5.469 5.691 -2.762 -0.0154
H -4.351 7.468 0.020 0.0837
H -4.113 7.943 -1.671 0.0874
H -5.756 7.887 -0.976 0.0873
H -4.839 6.146 -3.528 0.0883
H -6.482 6.090 -2.833 0.0877
H -5.503 4.615 -2.928 0.0797
```

Computed properties:
ΔE to the lowest compared entry with this formula, charge and spin = 0.00 kJ/mol
SMILES = O=C1C[C@H](CCCS)CN1.CC(C)=O.CC(C)=O.CC(C)=O.CC(C)=O.CC(C)=O
gap between HOMO and LUMO = 9.047 eV
E_HOMO = -8.59 eV


# 4
Computed, not measured: a 2-piece molecular cluster, CH8N2O overall, with ωB97M-V/def2-TZVPD.

```
12
Properties=species:S:1:pos:R:3:lowdin_charge:R:1
N 0.185 1.582 -1.545 -0.0100
C -0.279 0.329 -0.971 -0.3656
N -0.113 0.119 0.451 -0.0172
H -0.435 2.351 -1.325 0.0572
H 1.135 1.817 -1.291 0.0578
H -1.343 0.263 -1.185 0.1074
H 0.239 -0.461 -1.489 0.0999
H 0.862 0.127 0.724 0.0726
H -0.577 0.769 1.072 0.0757
H 0.343 -3.014 1.602 0.0246
H -0.221 -1.584 1.729 -0.0155
O 0.204 -2.299 2.228 -0.0869
```

Computed properties:
ΔE to the lowest compared entry with this formula, charge and spin = 0.00 kJ/mol
SMILES = NCN.O
gap between HOMO and LUMO = 10.285 eV
E_HOMO = -9.33 eV


# 5
Computed, not measured: C36H29F2FeN2P2 as an isolated structure, with ωB97M-V/def2-TZVPD.

```
72
Properties=species:S:1:pos:R:3:lowdin_charge:R:1
Fe 0.398 -0.218 -1.106 0.1190
N 0.804 -0.905 1.764 -0.4174
P 0.851 -2.062 0.361 0.8545
C -2.197 -1.935 -1.861 -0.3135
C -2.022 -2.882 -2.877 -0.0742
C -2.765 -4.052 -2.924 -0.1207
C -3.712 -4.325 -1.947 -0.1394
C -3.883 -3.411 -0.913 -0.1179
C -3.139 -2.246 -0.871 -0.0688
C -0.492 -3.205 0.802 -0.4694
C -0.605 -4.368 0.022 -0.1492
C -1.500 -5.369 0.338 -0.1170
C -2.315 -5.260 1.462 -0.1288
C -2.229 -4.117 2.238 -0.1169
C -1.337 -3.102 1.909 -0.1263
P 0.463 0.541 0.972 0.8663
C 1.798 1.693 1.472 -0.3266
C 2.904 1.266 2.197 -0.0959
C 3.939 2.149 2.482 -0.0968
C 3.878 3.462 2.040 -0.1046
C 2.776 3.895 1.312 -0.0864
C 1.745 3.015 1.029 -0.0925
C -0.931 1.305 1.878 -0.3102
C -0.865 1.533 3.253 -0.0920
C -1.948 2.071 3.927 -0.0953
C -3.105 2.402 3.230 -0.1010
C -3.174 2.192 1.862 -0.0817
C -2.090 1.642 1.188 -0.0749
H 0.255 -1.140 2.579 0.0121
H -1.297 -2.676 -3.658 0.1020
H -2.607 -4.754 -3.735 0.0883
H -4.290 -5.240 -1.976 0.0861
H -4.597 -3.616 -0.124 0.0956
H -3.287 -1.545 -0.055 0.1073
H 0.035 -4.482 -0.847 0.0945
H -1.569 -6.243 -0.299 0.0975
H -3.015 -6.047 1.713 0.0884
H -2.867 -4.002 3.108 0.0916
H -1.330 -2.219 2.537 0.0769
H 2.948 0.231 2.517 0.0914
H 4.798 1.806 3.046 0.0947
H 4.688 4.147 2.257 0.0926
H 2.726 4.916 0.955 0.1001
H 0.890 3.354 0.451 0.1096
H 0.045 1.295 3.794 0.1057
H -1.890 2.242 4.995 0.0959
H -3.951 2.827 3.757 0.0950
H -4.072 2.453 1.315 0.1009
H -2.134 1.471 0.120 0.0753
F -1.819 4.293 -3.153 0.0350
C -0.697 3.603 -2.817 -0.2802
C -0.808 2.316 -2.353 -0.0575
C 0.328 1.578 -1.989 -0.1300
C 1.585 2.219 -2.151 -0.1439
C 1.634 3.526 -2.631 -0.2265
F 2.821 4.180 -2.787 0.0291
C 0.515 4.253 -2.968 0.0346
C 2.762 1.428 -1.759 -0.1963
C 4.093 1.853 -1.837 -0.0038
C 5.107 1.008 -1.432 -0.0720
C 4.787 -0.254 -0.958 -0.0703
C 3.454 -0.608 -0.898 -0.1511
N 2.462 0.201 -1.278 0.0249
H -1.800 1.886 -2.288 0.0878
H 0.590 5.266 -3.334 0.1194
H 4.322 2.837 -2.205 0.0990
H 6.137 1.338 -1.486 0.1013
H 5.543 -0.953 -0.629 0.0976
H 3.148 -1.574 -0.512 0.0225
C -1.471 -0.648 -1.872 -0.2109
H -1.297 -0.353 -2.916 0.0507
H -2.120 0.117 -1.437 0.0169
```

Computed properties:
charge = -1
gap between HOMO and LUMO (alpha / beta) = 6.065 / 6.061 eV
E_HOMO (alpha / beta) = -3.34 / -3.34 eV


# 6
Computed, not measured: an isolated ion of composition C4H9N2S and charge +1, with ωB97M-V/def2-TZVPD.

```
16
Properties=species:S:1:pos:R:3:lowdin_charge:R:1
C 1.288 -1.479 0.083 -0.0917
C 0.779 0.800 -0.001 -0.7479
C -1.821 1.122 -0.047 -0.0975
C -0.376 1.772 0.084 -0.2622
N 0.884 -2.744 -0.100 0.2166
N 0.393 -0.527 0.232 0.0700
S 2.333 1.379 -0.077 0.8066
H 2.334 -1.164 0.156 0.1216
H -2.103 0.633 0.930 0.0981
H -1.822 0.611 -1.050 0.0917
H -2.375 2.072 -0.349 0.1021
H -0.161 2.382 1.044 0.1521
H -0.210 2.380 -0.854 0.1256
H 1.498 -3.558 0.056 0.1639
H -0.098 -2.857 -0.260 0.1301
H -0.543 -0.819 0.154 0.1211
```

Computed properties:
charge = +1
ΔE to the lowest compared entry with this formula, charge and spin = 171.02 kJ/mol
SMILES = CCC(=S)/[NH+]=C/N
gap between HOMO and LUMO = 7.899 eV
E_HOMO = -13.07 eV